Record 1
Entry from OMol25: a structure of composition CH4AlN2O at a distorted geometry (ωB97M-V/def2-TZVPD).

highest occupied orbital energy	-23.1	eV
HOMO-LUMO gap	2.42	eV
ΔE to the lowest compared entry with this formula, charge and spin	0.0	kJ/mol
molar mass	87.0	g mol⁻¹
total charge	+3

Element x y z (Å)
Al  -2.143  -4.181  3.271
C  0.167  0.140  -0.029
O  -0.172  -0.742  0.719
N  -0.515  1.273  -0.243
N  1.252  0.138  -0.763
H  -0.330  1.831  -1.064
H  -1.343  1.502  0.289
H  1.350  0.780  -1.537
H  1.735  -0.741  -0.643



Record 2
Entry from OMol25: the molecule CH4BCl at a distorted geometry (ωB97M-V/def2-TZVPD).

highest occupied orbital energy	-10.7	eV
HOMO-LUMO gap	11.54	eV
ΔE to the lowest compared entry with this formula, charge and spin	173.0	kJ/mol
molar mass	62.3	g mol⁻¹

Element x y z (Å)
B  -0.563  0.541  0.412
C  0.642  -0.476  -0.185
Cl  1.134  -0.034  1.438
H  -0.703  1.744  0.318
H  -1.442  -0.007  0.788
H  1.414  -0.185  -0.907
H  0.561  -1.557  -0.260



Record 3
Entry from OMol25: a structure of composition CH4BClS at a distorted geometry (ωB97M-V/def2-TZVPD).

highest occupied orbital energy	-9.6	eV
HOMO-LUMO gap	8.81	eV
ΔE to the lowest compared entry with this formula, charge and spin	193.8	kJ/mol
molar mass	94.4	g mol⁻¹

Element x y z (Å)
B  -0.714  0.704  -0.044
C  -0.029  -0.324  0.989
S  1.213  0.362  -0.903
Cl  1.170  -1.240  -2.026
H  -0.632  1.898  0.174
H  -1.545  0.164  -0.747
H  0.682  -0.121  1.724
H  -0.145  -1.443  0.833



Record 4
Entry from OMol25: the molecule CH4BF at a distorted geometry (ωB97M-V/def2-TZVPD).

highest occupied orbital energy	-11.4	eV
HOMO-LUMO gap	11.13	eV
ΔE to the lowest compared entry with this formula, charge and spin	46.2	kJ/mol
SMILES	BCF
molar mass	45.9	g mol⁻¹

Element x y z (Å)
B  -0.461  -0.626  0.070
C  0.751  0.384  -0.212
F  1.930  -0.248  0.142
H  -0.304  -1.799  -0.477
H  -1.420  -0.231  0.606
H  0.722  1.234  0.317
H  0.984  0.648  -1.239



Record 5
Entry from OMol25: the molecule CH4BNO3 at a distorted geometry (ωB97M-V/def2-TZVPD).

highest occupied orbital energy	-9.2	eV
HOMO-LUMO gap	9.20	eV
ΔE to the lowest compared entry with this formula, charge and spin	220.8	kJ/mol
SMILES	NC(=O)B(O)O
molar mass	88.9	g mol⁻¹

Element x y z (Å)
N  1.286  -1.512  0.386
C  -0.382  -0.798  0.614
O  -1.071  -1.244  1.469
B  -0.654  0.492  -0.344
O  -1.238  0.497  -1.585
O  -0.066  1.580  0.195
H  1.692  -0.593  0.545
H  1.549  -2.023  1.154
H  -1.036  1.210  -2.188
H  -0.080  2.392  -0.247



Record 6
Entry from OMol25: a cluster of 2 separate species, CH4Br2Si in total at a distorted geometry (ωB97M-V/def2-TZVPD).

highest occupied orbital energy	-9.0	eV
HOMO-LUMO gap	7.98	eV
ΔE to the lowest compared entry with this formula, charge and spin	277.7	kJ/mol
molar mass	203.9	g mol⁻¹

Element x y z (Å)
C  -1.183  0.636  0.007
Si  -0.473  -1.128  -0.170
Br  -1.012  1.252  1.862
Br  -1.005  -1.756  -2.283
H  -2.139  0.692  -0.373
H  -0.454  1.310  -0.521
H  2.785  -0.371  0.780
H  3.481  -0.636  0.697